No. 1
C15H18N2O3S as an isolated structure in a non-equilibrium geometry, computed with the ωB97M-V functional and the def2-TZVPD basis.

The geometry in XYZ format:
```
39
Properties=species:S:1:pos:R:3:forces:R:3:nbo_charge:R:1
N -2.785635 -1.221855 -0.187658 -7.0075 -1.9053 0.2574 -0.37
C -1.724034 -0.924393 -0.276970 1.8063 0.2089 -0.2967 0.25
C -0.454697 -0.626679 -0.218479 9.8730 3.1381 1.1762 -0.29
C 0.126939 0.657236 -0.547391 0.2804 -2.9741 1.0635 0.09
N -0.536865 1.716002 -1.202740 -0.9207 -5.9092 1.2648 -0.65
C -0.196522 2.947965 -0.905885 1.8300 4.0001 -0.5626 0.68
O 0.955422 3.313125 -0.409032 -5.2670 -1.3958 -1.8787 -0.63
C -1.425315 3.797055 -1.479783 6.7767 5.7156 8.7623 -0.43
H -0.970560 4.695771 -1.839470 -0.0852 0.5147 -0.8315 0.23
C -2.332119 4.266633 -0.198681 -0.0260 -3.6853 -7.5780 -0.42
H -1.914902 4.738981 0.513118 3.3694 5.2954 3.8855 0.23
H -3.217315 4.559735 -0.665728 -1.2944 1.7425 -0.3445 0.23
C -2.681653 3.165132 0.565771 -8.4434 -5.4944 4.5136 -0.45
C -3.570760 1.863095 0.043695 4.2286 3.9836 -6.4662 0.80
O -3.470913 1.685617 -1.320203 -1.6415 -0.3182 7.3587 -0.72
O -4.000439 1.069087 0.985718 0.9139 3.6243 0.4704 -0.61
H -4.266148 0.401727 0.443561 -1.7345 -4.8217 -1.8895 0.52
H -3.399839 3.434554 1.556052 1.4389 0.0657 -2.4798 0.22
H -2.088232 2.592967 1.155514 3.3916 -1.2685 1.3613 0.23
H -2.021235 3.331464 -2.020810 -4.7613 -4.3461 -5.2773 0.21
H -1.539426 1.309121 -1.442719 1.9717 2.2869 0.3018 0.48
S 1.820052 0.724756 0.018346 -1.5301 2.6118 -1.6313 0.52
C 1.876987 -0.872957 0.463600 4.5852 0.0561 0.3300 -0.31
C 0.794166 -1.536569 0.511788 -8.3419 -1.4032 -3.7285 0.07
C 0.482392 -3.066473 0.511198 7.4422 6.3000 7.4039 -0.38
H -0.504326 -3.156115 0.553606 -3.9532 -1.6436 -0.9825 0.24
C 1.651384 -3.721352 -0.089939 -13.2196 -5.6705 -6.2891 -0.40
C 2.841291 -3.909996 0.368095 12.9110 2.0575 5.0293 -0.42
C 3.818228 -2.549607 0.162626 -10.9969 0.0463 -5.2886 -0.35
H 3.637322 -2.251952 -0.952243 0.6236 -1.2964 1.0122 0.17
H 4.705804 -2.767806 0.216817 9.4438 -1.9899 1.3244 0.19
C 3.304981 -1.345138 0.738404 -1.7096 0.5850 5.9765 -0.43
H 3.959033 -0.524753 0.804244 1.0543 1.2451 -0.9006 0.23
H 3.304926 -1.539281 1.882842 -0.3092 0.1680 -1.0468 0.20
H 3.576500 -4.630502 -0.103975 -1.6827 0.1350 0.3512 0.24
H 2.857394 -4.096498 1.519422 -0.0533 0.1537 -1.7847 0.21
H 1.433139 -3.616196 -1.297960 1.1707 -0.5183 2.7511 0.23
H 1.146449 -4.848142 0.325531 1.0912 1.6501 -2.2740 0.21
H 0.808524 -3.063755 1.819721 -1.2245 -0.9438 -3.0632 0.17
```
Positions in Å, forces in eV/Å.

Results
Kohn-Sham gap ... 9.005 eV
E_HOMO ... -8.71 eV
Charge ... 0
Electronic energy ... -35792.982 eV

No. 2
C3H5NO2 as an isolated structure in a non-equilibrium geometry, computed with the ωB97M-V functional and the def2-TZVPD basis.

The geometry in XYZ format:
```
11
Properties=species:S:1:pos:R:3:forces:R:3:nbo_charge:R:1
N -1.441047 0.130519 1.262139 2.0265 0.0242 0.7590 -0.84
C -1.088030 0.029982 -0.012297 0.4825 -0.1087 -1.1162 0.59
O -1.746473 -0.052842 -1.033797 -0.1975 0.0574 0.3268 -0.61
C 0.410393 0.025638 -0.034884 1.9572 -1.2852 3.5586 0.07
C 1.352290 -0.193069 -1.094696 0.3271 0.3514 -0.4660 -0.11
O 1.144859 1.100085 -0.476749 -0.0089 0.1395 -0.2531 -0.46
H -0.309844 0.172627 1.758132 -5.0200 -0.2316 -0.3823 0.43
H -2.469114 0.065457 1.388210 1.3002 0.2973 1.0624 0.43
H 0.849967 -0.423797 1.204245 -0.7989 1.0926 -3.2818 0.09
H 2.312850 -0.634268 -0.847530 -0.1381 -0.0975 -0.2049 0.20
H 0.984151 -0.220336 -2.112768 0.0699 -0.2394 -0.0026 0.22
```
Positions in Å, forces in eV/Å.

Results
Kohn-Sham gap ... 10.314 eV
E_HOMO ... -9.73 eV
Charge ... 0
Electronic energy ... -8773.652 eV

No. 3
An isolated ion of composition C7H10NO2 and charge +1 in a non-equilibrium geometry, computed with the ωB97M-V functional and the def2-TZVPD basis.

The geometry in XYZ format:
```
20
Properties=species:S:1:pos:R:3:forces:R:3:nbo_charge:R:1
C 1.195298 -1.727553 0.026332 -1.9106 3.5205 -0.3617 -0.16
C -0.184715 -1.703006 0.026827 0.7657 -0.3266 -0.2962 -0.22
C 1.886430 -0.527962 0.002665 -2.7519 0.3350 0.8155 0.23
C -0.901597 -0.546293 0.031726 -0.3716 -1.8960 0.2083 0.25
C 1.140493 0.685749 0.078699 -0.8045 -1.8988 -0.3443 0.53
C -2.347872 -0.631835 0.041604 -2.2284 0.9467 -1.8378 -0.67
C -0.928664 1.928282 0.013412 -4.7005 0.2843 -1.3702 -0.46
N -0.291306 0.611189 0.043442 4.9494 3.2749 0.3520 -0.29
O 3.175813 -0.383753 0.040909 4.4688 -1.8009 0.1443 -0.67
O 1.734427 1.866780 0.157468 0.7414 0.2949 -0.3991 -0.64
H 1.664496 -2.598483 -0.105930 1.9787 -3.3097 -0.1537 0.23
H -0.745605 -2.595212 -0.101498 -0.1882 -0.7068 0.2424 0.24
H -2.722684 0.000498 0.889116 -0.3576 -1.4174 -0.4718 0.26
H -2.683181 -0.072515 -0.866289 -0.0155 -0.0549 0.5340 0.24
H -2.770925 -1.650820 -0.263204 0.6728 1.2771 1.6102 0.27
H -2.103120 1.711789 -0.287761 3.1152 0.6737 0.7590 0.24
H -1.036567 2.440361 0.998935 0.7914 -0.4550 -0.7972 0.26
H -0.585692 2.573234 -0.844750 0.1759 -0.7351 1.3107 0.26
H 3.765384 -1.250198 0.131077 -2.2106 2.5946 -0.3338 0.54
H 2.739592 1.869757 -0.012783 -2.1198 -0.6005 0.3895 0.55
```
Positions in Å, forces in eV/Å.

Results
Kohn-Sham gap ... 8.847 eV
E_HOMO ... -12.84 eV
Charge ... +1
SMILES ... Cc1ccc(O)c(O)[n+]1C
Electronic energy ... -12998.518 eV

No. 4
A 2-piece molecular cluster, C11H15N overall in a non-equilibrium geometry, computed with the ωB97M-V functional and the def2-TZVPD basis.

The geometry in XYZ format:
```
27
Properties=species:S:1:pos:R:3:forces:R:3:nbo_charge:R:1
C -2.230841 -0.759902 -0.888474 -0.6002 -2.2651 -0.4541 -0.69
C 1.150294 -1.307926 0.447085 2.7475 2.1522 3.5748 0.22
C -0.147018 -0.789062 0.680608 2.0269 -2.1025 -2.3320 -0.17
C -0.835867 -1.118398 -0.516694 -1.2597 0.1696 1.7737 0.15
C 0.049637 -1.919758 -1.295990 0.5062 0.5342 -0.9170 0.14
C 2.232431 -1.036232 1.359637 0.4218 -1.3843 -4.0731 -0.23
C 2.001260 -0.294145 2.433264 -0.0941 1.6156 4.4059 -0.10
C -0.362766 -0.235190 1.927332 -2.1081 0.4619 0.9438 -0.12
C 0.649501 0.064654 2.785710 1.3606 -1.5244 -2.7570 -0.21
N 1.276588 -1.925787 -0.742625 -2.9650 -0.5481 -1.4415 -0.47
H 2.080137 -2.213330 -1.228384 1.2328 -0.5489 -0.2770 0.45
H 3.273934 -1.262878 1.060046 -0.7900 -0.2490 0.2849 0.24
H -0.180664 -2.331021 -2.271248 0.2283 -0.0666 0.1095 0.25
H 2.861941 -0.090656 3.210149 -1.8465 -0.2271 -1.8162 0.26
H -1.425272 -0.214157 2.205358 0.5096 0.7385 0.2859 0.24
H -2.994029 -1.505279 -0.429641 1.3229 0.5857 -1.1237 0.28
H -2.276345 -0.715396 -1.997525 -0.5415 -0.1601 0.7522 0.25
H 0.415729 0.439783 3.693783 -0.4612 1.2325 2.7777 0.23
H -2.610778 0.126498 -0.461066 0.2121 1.4176 0.3851 0.26
C 0.048310 1.791381 -1.749871 2.2605 -1.1306 -1.3016 -0.61
C -0.812164 2.445240 -0.719682 0.2421 1.6018 0.8522 -0.64
H -0.263192 0.648026 -1.974580 1.2254 2.3310 0.9542 0.17
H -0.088950 2.193145 -2.794001 0.1731 0.1113 1.1987 0.23
H 1.180878 2.024067 -1.440299 -2.2221 -1.4099 -0.9934 0.22
H -0.376833 3.402293 -0.274515 -0.3795 -0.9069 -1.2143 0.23
H -1.731992 2.696651 -1.240116 -0.5909 -0.0204 0.8548 0.22
H -0.883931 1.887380 0.221738 -0.6109 -0.4080 -0.4528 0.20
```
Positions in Å, forces in eV/Å.

Results
Kohn-Sham gap (alpha / beta) ... 9.443 / 6.120 eV
E_HOMO (alpha / beta) ... -13.00 / -13.14 eV
Charge ... +1
Electronic energy ... -13131.420 eV
Spin multiplicity ... 2

Which formula does entry 2 have? C3H5NO2